No. 1
{"formula": "C4H9N3O", "method": "ωB97M-V with the def2-TZVPD basis set", "total_charge": 0, "smiles": "[H]/N=C\\N(N)C(=C)OC", "symbols": ["O", "N", "N", "N", "C", "C", "C", "C", "H", "H", "H", "H", "H", "H", "H", "H", "H"], "positions_angstrom": [[-1.359029, -0.779591, -0.593210], [2.631852, -1.123529, -0.152376], [0.676762, 0.331735, 0.105685], [1.190596, 1.612007, 0.378622], [-0.781241, 0.357964, -0.342221], [-1.579438, 1.495606, -0.236990], [1.416916, -0.790272, -0.121105], [-2.013451, -1.194603, 0.588441], [-1.129910, 2.405210, 0.338230], [-3.096585, -1.764059, 0.460074], [0.722396, -1.729018, -0.302197], [-1.373182, -1.992927, 1.252889], [3.160055, -0.306177, 0.263859], [1.727728, 1.818221, -0.646298], [2.042065, 1.407051, 1.083119], [-2.672416, 1.599545, -0.630840], [-2.259104, -0.154772, 1.274571]], "forces_ev_per_angstrom": [[-0.615, -2.276, -0.159], [1.569, 2.288, 1.661], [-3.253, -0.203, -0.176], [4.678, -0.628, -2.094], [0.493, 4.954, 1.323], [1.604, 0.672, 0.362], [-3.053, -3.761, -1.011], [-2.622, -1.239, 4.177], [-0.877, -1.678, -1.629], [2.888, 1.570, -0.440], [0.928, 2.221, 0.007], [-1.213, 2.100, -1.707], [0.106, -0.837, -0.979], [-1.365, 0.040, 3.566], [-2.348, 0.813, -1.962], [2.341, -0.742, 0.894], [0.740, -3.292, -1.833]]}

***

No. 2
{"formula": "C28H19IrN9", "method": "ωB97M-V with the def2-TZVPD basis set", "s_squared": 0.76, "multiplicity": 2, "total_charge": 4, "symbols": ["Ir", "N", "N", "N", "N", "N", "N", "N", "N", "N", "C", "C", "C", "C", "C", "C", "C", "C", "C", "C", "C", "C", "C", "C", "C", "C", "C", "C", "C", "C", "C", "C", "C", "C", "C", "C", "C", "C", "H", "H", "H", "H", "H", "H", "H", "H", "H", "H", "H", "H", "H", "H", "H", "H", "H", "H", "H"], "positions_angstrom": [[1.814474, -0.925568, -0.578998], [0.819570, -1.795368, 0.811262], [3.408647, 0.186105, 0.281960], [-1.319208, 7.219638, -1.621766], [1.335613, 0.885636, -1.037186], [-6.121427, -6.472290, 3.789156], [0.631539, -1.224395, -2.279338], [5.245309, 1.908974, 1.400184], [-1.219834, -1.345683, -4.317034], [-0.656822, -2.936054, 1.951023], [5.491983, 0.610392, 1.318074], [-5.151629, -5.940959, 3.467955], [-1.975461, 6.314964, -2.298791], [1.943368, 1.913253, -0.397044], [0.301363, 1.085437, -1.886648], [-1.762817, -3.781432, 2.298911], [-0.454633, -2.387712, -4.026982], [0.475871, -2.346187, -2.981388], [-0.243904, 7.173333, -0.880893], [0.974626, -1.454826, 2.162179], [-2.759027, -4.051542, 1.360405], [-1.036930, -0.219852, -3.617084], [-3.874005, -4.755543, 1.749125], [3.162637, 1.519738, 0.327691], [-0.263030, 4.822739, -1.461324], [0.324085, 5.904787, -0.796698], [-1.417669, 5.041624, -2.219808], [-0.102036, -0.132722, -2.608940], [-2.959078, -4.973583, 3.992981], [0.329571, 3.435124, -1.345450], [-0.210808, 2.356800, -2.054054], [4.086895, 2.362921, 0.900151], [-0.207906, -2.675369, 0.735780], [-3.983571, -5.217118, 3.071182], [4.561225, -0.279305, 0.763755], [-1.839608, -4.273519, 3.600319], [1.441916, 3.192156, -0.533134], [0.080746, -2.161246, 2.867451], [3.924629, 3.432532, 0.965252], [-4.673215, -4.954877, 1.048358], [-2.687796, -3.690838, 0.341202], [4.753298, -1.342940, 0.704497], [-1.662715, 0.621585, -3.890715], [-3.041998, -5.355659, 5.001352], [-1.020798, -4.146649, 4.297142], [-0.578618, -3.285120, -4.622387], [0.139455, 8.067444, -0.395337], [-2.868457, 6.576890, -2.860841], [6.441878, 0.252685, 1.698554], [1.940862, 3.990712, -0.006420], [-0.107421, -2.182056, 3.927671], [-1.019742, 2.491876, -2.755328], [1.732834, -0.774220, 2.510505], [-1.927869, 4.268715, -2.774734], [-0.533485, -3.185376, -0.155663], [1.091903, -3.200293, -2.730400], [1.227221, 5.832242, -0.209694]], "forces_ev_per_angstrom": [[1.632, 0.724, -1.772], [0.095, 0.188, 0.234], [-0.083, -0.850, 1.057], [0.006, -0.061, 0.028], [-0.414, 0.553, 0.060], [0.382, 0.128, -0.131], [-0.800, -1.169, 0.843], [-0.253, -0.238, -0.105], [0.180, 0.002, 0.275], [0.224, 0.408, -0.014], [0.060, 0.381, 0.000], [-0.502, -0.105, 0.184], [0.119, 0.177, 0.085], [-0.017, 0.117, 0.014], [-0.073, 0.081, -0.023], [-0.236, -0.286, 0.223], [-0.130, 0.251, -0.227], [0.067, 0.195, -0.013], [-0.170, 0.033, -0.147], [0.067, -0.084, -0.061], [0.270, 0.314, -0.017], [-0.102, -0.177, -0.325], [-0.100, -0.298, 0.300], [-0.131, -0.120, -0.181], [0.087, -0.163, 0.010], [0.080, -0.069, 0.001], [0.012, -0.097, -0.027], [0.193, 0.096, 0.129], [-0.280, -0.260, -0.165], [-0.117, 0.268, -0.028], [0.006, 0.021, -0.074], [0.344, 0.054, 0.139], [-0.096, -0.328, 0.124], [0.247, 0.146, -0.133], [-0.156, 0.118, -0.101], [0.253, 0.185, -0.141], [0.032, 0.033, -0.027], [-0.279, -0.294, -0.188], [0.024, -0.012, -0.007], [0.026, -0.016, -0.001], [-0.075, 0.068, 0.052], [-0.038, -0.016, 0.061], [0.021, -0.006, -0.023], [0.012, -0.006, -0.013], [-0.071, 0.052, 0.032], [-0.003, -0.018, 0.016], [-0.043, 0.015, -0.044], [0.025, 0.049, 0.025], [-0.002, -0.017, 0.009], [-0.005, -0.024, 0.017], [-0.049, -0.038, -0.039], [-0.009, -0.022, 0.028], [-0.060, 0.043, -0.055], [-0.016, -0.002, 0.040], [-0.069, 0.123, 0.003], [-0.064, -0.037, 0.074], [-0.026, -0.008, 0.019]]}

***

No. 3
{"formula": "C14H25ClIN2OP2Sm", "method": "ωB97M-V with the def2-TZVPD basis set", "s_squared": 8.85, "multiplicity": 6, "total_charge": 2, "symbols": ["Sm", "I", "Cl", "P", "P", "O", "N", "N", "C", "C", "C", "C", "C", "C", "C", "C", "C", "C", "C", "C", "C", "C", "H", "H", "H", "H", "H", "H", "H", "H", "H", "H", "H", "H", "H", "H", "H", "H", "H", "H", "H", "H", "H", "H", "H", "H", "H"], "positions_angstrom": [[-0.064242, 0.160034, 0.184576], [-0.064738, 0.013516, -4.790181], [-0.079190, -1.751493, -1.429169], [-2.696162, 0.039905, -0.063383], [2.564490, 0.001070, -0.062374], [-0.044455, 2.672448, -5.992497], [3.312430, -0.406187, 6.121743], [-0.075920, -0.286934, 2.654958], [-1.257479, -0.361591, 3.309372], [3.012144, -1.682804, 0.516126], [-3.156782, 0.252216, -1.807763], [-0.056974, 0.950740, -7.738442], [-1.347266, -0.441220, 4.704972], [1.058676, -0.419398, 4.764231], [3.028379, 0.209381, -1.808487], [1.077230, -0.361454, 3.370632], [-3.169087, -1.638407, 0.514771], [-0.166475, -0.461312, 5.442269], [-3.452786, 1.326091, 0.995296], [-0.052995, 1.525641, -6.349165], [3.341071, 1.271899, 0.998755], [2.310122, -0.417261, 5.501154], [-4.536769, 1.153324, 0.857232], [0.838610, 0.344810, -7.904213], [-0.167349, -0.501031, 6.532520], [-2.340305, -0.480746, 5.154111], [-3.122757, 1.205878, 2.052034], [-0.957876, 0.352320, -7.902332], [-2.874703, -1.783935, 1.572778], [-2.619261, -2.383454, -0.094319], [-0.054342, 1.775401, -8.458096], [2.452227, -2.419478, -0.094660], [-4.262382, -1.655162, 0.374319], [3.009102, 1.154649, 2.055071], [-2.599203, -0.490595, -2.420578], [2.997625, 2.268364, 0.637151], [4.422342, 1.082416, 0.859444], [-3.091222, 2.316275, 0.634884], [-2.143331, -0.361935, 2.659892], [4.104680, -1.717872, 0.370057], [-4.254072, 0.103088, -1.790275], [4.123488, 0.046949, -1.793737], [2.461500, -0.524839, -2.422549], [2.715912, -1.816312, 1.575757], [-2.844280, 1.271067, -2.128322], [2.728738, 1.231975, -2.128575], [1.993624, -0.366042, 2.764993]], "forces_ev_per_angstrom": [[0.010, -0.075, 0.281], [-0.004, -0.415, 0.420], [-0.006, 0.090, 0.318], [0.086, -0.133, -0.006], [-0.039, -0.166, 0.022], [-0.016, -2.146, -0.841], [-3.025, -0.023, -1.964], [0.225, -0.424, 0.495], [0.384, 0.067, 0.266], [0.168, 0.487, -0.226], [-0.341, 0.017, 0.371], [0.000, 0.453, -0.190], [-0.028, -0.013, -0.731], [0.514, -0.025, -0.084], [0.302, 0.017, 0.388], [-0.806, 0.182, -0.292], [-0.164, 0.483, -0.188], [-0.148, 0.097, -0.056], [-0.232, -0.324, -0.340], [0.018, 2.318, 0.212], [0.220, -0.310, -0.375], [2.517, -0.047, 1.619], [0.317, 0.804, 0.541], [-0.215, -0.068, 0.178], [-0.073, -0.010, -0.313], [0.418, -0.024, 0.065], [-0.560, 0.109, -0.786], [0.216, -0.071, 0.177], [-0.464, 0.013, -0.622], [-0.595, 0.387, 0.197], [0.002, -0.048, 0.200], [0.587, 0.380, 0.235], [0.352, -0.683, 0.261], [0.565, 0.098, -0.765], [-0.619, 0.390, 0.412], [0.640, -0.594, 0.211], [-0.312, 0.796, 0.560], [-0.659, -0.582, 0.190], [0.469, 0.046, 0.701], [-0.370, -0.667, 0.303], [0.491, 0.223, -0.836], [-0.483, 0.225, -0.811], [0.619, 0.371, 0.411], [0.466, -0.002, -0.606], [-0.526, -0.623, 0.113], [0.516, -0.620, 0.114], [-0.411, 0.038, 0.771]]}

***

No. 4
{"formula": "C3H8NS", "method": "ωB97M-V with the def2-TZVPD basis set", "total_charge": 1, "symbols": ["S", "N", "C", "C", "C", "H", "H", "H", "H", "H", "H", "H", "H"], "positions_angstrom": [[0.169390, -1.833130, -0.082566], [2.114929, 0.763527, -0.103161], [0.983051, 0.302203, 0.356792], [-1.798391, 0.133931, -0.053508], [-0.252957, -0.082065, -0.382515], [-2.209219, -0.818911, -0.268798], [-0.445988, -1.706573, 1.148698], [-1.969838, 0.484336, 0.953801], [-0.238217, 0.164736, -1.554447], [2.176147, 0.925124, -1.088838], [-2.325510, 0.857945, -0.609765], [0.826843, 0.171956, 1.369154], [2.969766, 0.636923, 0.315158]], "forces_ev_per_angstrom": [[-0.276, 0.133, 0.874], [-2.903, -0.321, -1.691], [-1.150, 0.393, -1.210], [2.148, 0.355, 1.213], [-1.008, 1.212, -3.946], [-0.722, -0.766, 0.158], [0.461, -0.625, -0.716], [0.067, -0.546, 0.659], [0.676, -0.780, 2.495], [0.034, 0.170, -0.591], [0.055, 0.961, -1.282], [0.462, -0.090, 2.238], [2.155, -0.096, 1.798]]}

***

No. 5
{"formula": "C2H4N4S", "method": "ωB97M-V with the def2-TZVPD basis set", "total_charge": 0, "symbols": ["S", "N", "N", "N", "N", "C", "C", "H", "H", "H", "H"], "positions_angstrom": [[0.213340, 2.072593, 0.912564], [1.686345, -1.164459, -0.438929], [-0.672402, -0.196078, -0.123474], [1.190050, -2.107073, -0.843936], [-1.999848, 0.128402, 0.179850], [1.687389, -0.000781, 0.062356], [0.367696, 0.559481, 0.255363], [-1.990211, 0.943329, 0.796373], [-0.554989, -1.149260, -0.447839], [-2.504726, 0.378932, -0.669147], [2.577357, 0.534914, 0.316820]], "forces_ev_per_angstrom": [[-0.103, 0.197, 0.146], [-1.155, -2.387, -0.994], [-0.151, 0.055, -0.104], [1.250, 0.077, 0.009], [-0.342, -0.079, 0.076], [0.351, 1.653, 0.694], [-0.380, 0.273, -0.067], [0.181, -0.126, -0.140], [-0.150, 0.293, 0.291], [0.307, 0.095, 0.093], [0.192, -0.053, -0.003]]}

***

No. 6
{"formula": "C2HClN2OS", "method": "ωB97M-V with the def2-TZVPD basis set", "total_charge": 0, "smiles": "N#[N+][S-].O=C=CCl", "symbols": ["Cl", "S", "O", "N", "N", "C", "C", "H"], "positions_angstrom": [[-0.737988, 0.692308, -1.012562], [-2.330736, -2.216894, -0.194206], [0.930276, 1.237129, 2.362444], [-0.904542, -1.947940, -0.617412], [0.188871, -1.925823, -0.896641], [0.717311, 1.311275, -0.089069], [0.756133, 1.217548, 1.226419], [1.380675, 1.632398, -0.778974]], "forces_ev_per_angstrom": [[0.842, 1.906, 1.004], [-3.173, -0.148, 0.809], [-0.335, -0.256, 0.687], [4.763, -1.308, -0.959], [-1.425, 0.019, 0.321], [-3.958, -1.928, 0.844], [0.817, 0.594, -1.493], [2.468, 1.122, -1.213]]}

***

So what do the calculations give for total energy? Going down the list: -10806.430, -45549.781, -77041.306, -15557.938, -18931.728, -30472.477 eV.